The following is a quantum chemistry calculation of an isolated molecule of C7H9NO at a distorted geometry, from the OMol25 dataset.

The lowest unoccupied orbital energy comes out at 0.94 eV. The SMILES is C=C1[C@H]2C=C[C@]1(O)CN2. The energy above the lowest of the compared OMol25 structures with the same formula, charge and spin comes out at 3.035 eV. The highest occupied orbital energy comes out at -8.93 eV. The value obtained for the HOMO-LUMO gap is 9.876 eV. As for the total charge: 0.

Last column: natural (NBO) charge in e.
Atoms and positions in Å:
H  2.363046  1.504796  -0.267176  0.1967
C  -1.162545  -0.300440  -1.335469  -0.1960
H  1.032805  2.859917  -0.370461  0.2138
H  -2.117308  -0.647601  -1.907386  0.2182
H  0.069858  -2.080142  -1.612935  0.2248
H  -0.653496  -1.781755  1.319082  0.1898
C  0.429723  0.844859  -0.181547  0.0474
C  -1.087568  0.789823  -0.232129  -0.1387
H  -2.200621  -0.247223  1.093909  0.3571
H  0.247706  -0.494324  2.189205  0.2036
C  -0.136000  -1.123367  -1.229506  -0.1948
C  0.628050  -0.673946  -0.005574  0.1616
H  -1.610350  1.729592  -0.259483  0.2205
C  -0.242500  -0.768037  1.293646  -0.2468
C  1.288962  1.837291  -0.233365  -0.4361
N  -1.298302  0.178008  1.106306  -0.5982
H  2.492239  -0.570225  0.631784  0.4775
O  1.956305  -1.057221  0.001103  -0.7004

Forces on the atoms, in the same order (eV/Å):
-0.9468 0.8254 0.1768
-3.4652 -0.4402 -0.9482
-0.1427 0.5828 -0.0254
1.7640 1.2203 0.7935
-0.0967 -0.9329 -0.8851
0.2091 -0.1067 0.5584
-0.8978 0.3061 -0.1540
1.4180 -0.5342 -0.0609
-0.5581 -0.4349 0.2755
1.1991 -0.1580 0.8220
0.5184 0.3760 2.3589
0.9097 2.9006 -0.2792
-0.3108 0.1392 -0.6443
-0.4288 -2.1182 -1.1448
1.6632 -1.6391 -0.2373
-1.0187 0.9969 -0.8041
-0.2709 0.1859 0.2222
0.4550 -1.1690 -0.0239

The following is a quantum chemistry calculation of a cluster of 2 separate species, C7H9NO2 in total at a distorted geometry, from the OMol25 dataset.

The lowest unoccupied orbital energy comes out at 0.50 eV. The SMILES is c1ccncc1.CC(=O)O. The energy above the lowest of the compared OMol25 structures with the same formula, charge and spin comes out at 2.269 eV. The highest occupied orbital energy comes out at -9.59 eV. The value obtained for the HOMO-LUMO gap is 10.095 eV. As for the total charge: 0.

Last column: natural (NBO) charge in e.
Atoms and positions in Å:
H  0.090831  0.354076  0.829727  0.2341
C  1.576138  1.994634  -0.978146  -0.7438
O  1.818834  2.918129  0.972572  -0.6840
H  0.363643  2.147087  -1.101270  0.2504
C  -1.448371  -2.150591  -1.110568  -0.2728
H  1.776577  1.139982  -1.652209  0.2324
H  0.351300  -1.084285  -1.459840  0.2152
C  -1.514968  -0.981611  1.382187  0.0143
H  -1.278967  -2.827205  -1.973070  0.2282
O  2.098356  0.819159  1.112786  -0.5769
C  1.836946  1.744443  0.478220  0.7793
N  -2.425042  -1.989805  1.178321  -0.3999
C  -2.296326  -2.508718  -0.042970  0.0379
H  2.449032  2.957061  1.802278  0.5006
H  -2.894276  -3.346437  -0.141768  0.1802
H  2.086839  2.952246  -1.369279  0.2530
C  -0.580097  -0.563485  0.518892  -0.2737
H  -1.475582  -0.451327  2.335205  0.1911
C  -0.534865  -1.123352  -0.781069  -0.1656

Forces on the atoms, in the same order (eV/Å):
-1.5331 -2.6266 -0.7190
-2.8957 -0.0058 -2.5029
2.0551 4.8701 4.5276
2.9857 -0.1499 0.3522
1.3214 0.6278 1.7432
0.1333 0.3991 0.5601
-0.8482 0.8813 0.6090
-1.7248 -0.4769 1.7016
-0.5255 0.8010 0.5566
1.2935 -4.9041 2.0178
0.0104 2.1162 -3.9042
2.0536 1.5396 -0.7462
-0.0196 0.2713 -0.0464
-2.1907 -0.2904 -1.9061
-1.3316 -1.6597 -0.6271
-0.8632 -1.6919 0.8409
2.0551 2.6191 -2.0554
-0.6050 -0.5204 0.1159
0.6293 -1.8000 -0.5175

The following is a quantum chemistry calculation of an isolated molecule of C7H9NO2 at a distorted geometry, from the OMol25 dataset.

The lowest unoccupied orbital energy (spin up / spin down) comes out at -0.20 / -0.53 eV. The energy above the lowest of the compared OMol25 structures with the same formula, charge and spin comes out at 4.775 eV. The highest occupied orbital energy (spin up / spin down) comes out at -8.00 / -7.43 eV. The value obtained for the HOMO-LUMO gap (spin up / spin down) is 7.804 / 6.900 eV. As for the total charge: 0.

Last column: natural (NBO) charge in e.
Atoms and positions in Å:
H  1.021605  -1.199048  2.650525  0.1943
C  -0.728492  -0.856703  -0.592018  0.2460
C  -0.285676  1.467243  1.190376  -0.3224
H  -0.102235  2.399446  1.665396  0.1964
C  -0.929245  -0.099877  -1.830024  0.5533
H  1.047835  -1.538446  0.586899  0.2490
C  0.538832  -0.644788  0.020084  -0.3129
H  -0.228658  0.170773  3.355244  0.2163
N  0.307944  0.460992  -2.052391  -0.6074
H  -2.461238  -1.366925  -0.501760  0.5012
H  -0.994184  1.576118  0.418827  0.1766
H  2.196634  -0.611065  -1.408635  0.1902
O  -1.664622  -1.624219  -0.024438  -0.6179
O  -1.977318  -0.039497  -2.494556  -0.6429
C  0.313323  0.274390  1.382416  -0.0636
C  1.314921  0.091782  -1.056547  -0.2028
C  0.418037  -0.311861  2.585340  -0.3887
H  0.326842  0.893661  -2.951242  0.4181
H  1.885694  0.958026  -0.943496  0.2171

Forces on the atoms, in the same order (eV/Å):
-0.2571 -0.4299 0.7082
-0.8386 -0.6090 -0.2644
-0.8249 1.8920 -0.8095
0.2424 0.2537 1.0664
-0.2838 -0.9791 0.7767
-0.7336 1.2776 -1.9024
1.6507 0.3171 3.4810
1.2868 -0.8650 -0.0680
-1.8191 -0.7108 -0.2991
-0.6678 -0.3358 -0.1482
-0.5192 0.1220 -1.3139
-2.0113 0.7213 -0.1110
0.0257 0.4706 -0.2224
1.4032 0.1537 0.7118
0.0776 -1.7643 -0.8693
1.8620 -2.2167 -2.4168
-0.3039 0.6629 0.2852
1.1609 0.4777 -0.2916
0.5501 1.5620 1.6872

The following is a quantum chemistry calculation of a structure of composition C7H9NO2S2 at a distorted geometry, from the OMol25 dataset.

The lowest unoccupied orbital energy comes out at 5.49 eV. The energy above the lowest of the compared OMol25 structures with the same formula, charge and spin comes out at 1.486 eV. The highest occupied orbital energy comes out at -0.09 eV. The value obtained for the HOMO-LUMO gap is 5.579 eV. As for the total charge: -2.

Last column: natural (NBO) charge in e.
Atoms and positions in Å:
S  1.622174  1.266731  -3.513107  -0.5522
N  0.608671  0.767736  -1.020751  -0.4582
C  -0.419423  0.160727  1.242137  -0.3691
H  1.760146  -0.735655  -1.753525  0.2289
S  -0.186519  3.079999  -2.344320  -0.3224
H  -1.370441  0.728983  -0.701887  0.1990
C  -1.637190  0.304539  2.090102  0.7516
C  -0.065019  -1.273437  1.039942  -0.3828
H  -0.410554  -1.704961  -0.980919  0.1968
H  -0.989276  -2.004879  1.201229  0.2108
H  0.346936  0.651068  1.870058  0.2097
O  -2.701099  -0.298820  1.750144  -0.8142
C  1.428203  -0.438374  -0.827277  -0.2109
O  -1.609916  1.090602  3.050311  -0.7874
C  0.706439  1.732924  -2.072059  -0.0715
H  -0.710852  2.033897  0.212262  0.2247
H  0.854250  -2.653541  -0.375572  0.1825
H  0.618658  -1.690984  1.741022  0.1779
C  0.480244  -1.627947  -0.348291  -0.3986
H  2.266798  -0.414316  -0.211277  0.1638
C  -0.592228  1.025707  -0.048221  -0.1785

Forces on the atoms, in the same order (eV/Å):
0.6844 -0.4970 0.7674
-0.7746 3.1671 0.6883
0.8744 1.1849 -0.2203
0.9731 -0.2605 -2.3619
-1.3281 1.4525 1.3221
-1.4876 -0.3391 0.0679
-3.3743 0.0789 0.3411
-1.9251 -3.4325 -0.9091
0.2747 0.4643 -0.4660
1.3695 1.8429 -0.2721
0.0593 -0.1299 -0.5764
0.7795 -0.4643 -0.4705
-3.7480 -1.2374 -0.3988
0.9808 0.7500 0.9321
1.3318 -4.0265 -0.8466
0.2018 1.4006 0.1628
0.8021 0.2172 0.0930
0.8943 0.3014 1.0489
-0.6671 1.6495 0.0879
1.3973 0.8154 1.5669
2.6820 -2.9379 -0.5565

The following is a quantum chemistry calculation of an isolated molecule of C7H9NO2S2 at a distorted geometry, from the OMol25 dataset.

The lowest unoccupied orbital energy comes out at 0.68 eV. The SMILES is NS(=O)(=O)C1(c2cccs2)CC1. The energy above the lowest of the compared OMol25 structures with the same formula, charge and spin comes out at 2.927 eV. The highest occupied orbital energy comes out at -9.02 eV. The value obtained for the HOMO-LUMO gap is 9.697 eV. As for the total charge: 0.

Last column: natural (NBO) charge in e.
Atoms and positions in Å:
S  1.754986  -0.809197  -0.248148  2.2588
C  -0.802818  -0.062579  0.307878  -0.2134
H  -3.755794  -1.585396  -0.543988  0.2312
H  -3.167145  1.078039  -1.641400  0.2330
C  1.079699  0.270537  2.112755  -0.4190
H  0.329481  0.424445  2.957477  0.2369
O  1.399502  -2.227639  -0.155788  -0.9421
C  0.588229  0.121907  0.719108  -0.3548
O  3.065213  -0.295911  -0.067709  -0.9114
C  1.179205  1.459298  1.168335  -0.3928
N  1.156330  -0.571985  -1.968003  -1.0320
C  -1.447495  0.831168  -0.427026  -0.2341
H  -1.055603  1.689024  -0.950447  0.2293
H  0.735874  -1.430800  -2.229099  0.3834
S  -1.706155  -1.530347  0.568006  0.4721
H  1.890474  -0.460180  -2.585104  0.3710
H  0.391776  2.165830  1.145873  0.2275
H  1.866361  -0.192554  2.697527  0.2567
C  -2.681575  0.393365  -0.960221  -0.2589
C  -2.921798  -0.905691  -0.505092  -0.3919
H  2.101253  1.638658  0.605057  0.2503

Forces on the atoms, in the same order (eV/Å):
-2.9184 -2.8552 -3.8698
1.0126 -0.9479 1.5150
-0.4179 0.3188 -0.6132
-0.7175 -0.6612 -0.0022
-1.3565 1.6815 2.7318
0.2386 -0.1976 -1.7183
0.9553 1.3679 1.1303
1.1285 -0.5520 0.2366
0.7463 0.1452 0.0446
0.3776 -1.8490 -0.9382
-0.4394 1.1430 3.6379
-0.9785 0.7557 -2.2845
0.6679 0.3804 0.7617
-0.6360 -1.0193 0.2499
0.0179 1.5715 -1.0537
2.2469 0.7545 -1.2364
-0.2292 0.9923 0.4769
0.7800 -0.2355 -1.2727
0.1508 -1.8430 1.1359
-0.3433 0.6446 0.2995
-0.2856 0.4053 0.7690

The following is a quantum chemistry calculation of an isolated molecule of C7H9NO3 at a distorted geometry, from the OMol25 dataset.

The lowest unoccupied orbital energy (spin up / spin down) comes out at -0.62 / -0.62 eV. The energy above the lowest of the compared OMol25 structures with the same formula, charge and spin comes out at 5.775 eV. The highest occupied orbital energy (spin up / spin down) comes out at -8.20 / -8.20 eV. The value obtained for the HOMO-LUMO gap (spin up / spin down) is 7.581 / 7.585 eV. As for the total charge: 0.

Last column: natural (NBO) charge in e.
Atoms and positions in Å:
O  0.950818  -2.700816  0.788839  -0.6011
N  1.808763  -0.952509  -2.701689  -0.3998
H  -2.575972  -2.447272  -1.264712  0.4815
H  0.921315  2.374355  1.223193  0.2102
H  -1.591699  -1.111532  1.610184  0.2429
C  -0.847138  -0.905220  0.696099  0.0092
O  -1.909398  -2.759839  -0.638257  -0.6965
C  0.645985  2.490734  0.247294  -0.5943
C  0.283852  1.052254  -0.264963  0.0630
C  -1.002888  -1.687246  -0.557712  -0.0301
C  1.575573  -0.405444  -1.707974  0.2456
C  0.166091  -1.794965  0.297740  0.4300
H  1.366919  2.839182  -0.328555  0.2061
C  1.454311  0.202798  -0.410250  -0.4272
O  -0.715792  0.453499  0.659059  -0.5207
H  -0.169615  3.186601  0.374446  0.2159
H  2.356745  0.102510  0.063457  0.2437
H  -0.904313  -1.247699  -1.548949  0.2162
H  0.975148  -3.528328  0.182629  0.5107
H  -0.319767  1.205219  -1.203117  0.1948

Forces on the atoms, in the same order (eV/Å):
0.2157 -2.7802 -0.7573
-0.3730 0.1388 0.0348
-0.0496 -0.3977 0.2211
1.5116 -0.3749 2.6626
1.7990 -0.0923 -2.0667
-2.8886 1.6599 3.1823
-0.1245 0.0699 0.1130
-4.2265 -2.7675 0.9075
-1.7543 1.7585 0.3170
-0.4402 -1.2071 -1.8031
0.7848 0.0190 0.0875
2.3723 1.1630 -1.1291
3.3057 1.8477 -2.5339
-3.0596 -3.3150 -2.9438
0.4417 1.7972 0.4939
-0.6102 0.0291 -0.7703
1.7196 0.5122 1.9824
0.3888 0.4911 0.2640
-0.0383 1.9813 1.2625
1.0254 -0.5329 0.4757

The following is a quantum chemistry calculation of an isolated molecule of C7H9NO3S at a distorted geometry, from the OMol25 dataset.

The lowest unoccupied orbital energy comes out at 0.58 eV. The SMILES is C=C1SCC(=O)N1C(=O)OCC. The energy above the lowest of the compared OMol25 structures with the same formula, charge and spin comes out at 2.029 eV. The highest occupied orbital energy comes out at -9.21 eV. The value obtained for the HOMO-LUMO gap is 9.791 eV. As for the total charge: 0.

Last column: natural (NBO) charge in e.
Atoms and positions in Å:
O  -0.773620  -2.236351  -0.072241  -0.5353
S  -3.641492  0.249158  0.175928  0.3206
C  -2.814549  -1.265791  0.520312  -0.6480
C  2.484879  -0.395636  -0.695044  -0.0720
C  0.308115  0.403577  -0.538124  0.9046
O  1.189006  -0.553291  -0.307349  -0.4908
H  -2.830458  -1.664311  1.620188  0.2668
O  0.602749  1.418868  -1.119921  -0.6192
H  2.862782  0.095968  1.343230  0.2109
C  -1.458476  -1.274889  -0.015976  0.6592
H  3.444598  -1.534228  1.025425  0.2088
H  4.401208  -0.219499  0.314681  0.2094
H  -1.072944  3.015827  -0.222858  0.2714
H  -3.391462  -1.882588  -0.155684  0.2597
C  -2.026517  2.518451  0.010018  -0.4817
N  -0.960703  0.001671  -0.123104  -0.5182
H  2.687877  -1.162025  -1.588779  0.1872
C  3.408901  -0.529329  0.616801  -0.6177
H  2.743685  0.636120  -0.974885  0.2038
H  -2.909333  3.117727  0.164870  0.2343
C  -2.254252  1.260580  0.022515  0.0461

Forces on the atoms, in the same order (eV/Å):
0.5791 -2.4383 -0.7286
-0.9143 1.2970 0.2482
-1.8281 -1.3312 1.1832
3.7497 -0.7864 -0.4837
0.2140 -0.2796 -1.1594
-1.7202 -0.7656 1.0497
0.0057 0.8638 -2.0772
-0.8198 0.4479 0.5550
0.8455 0.0746 -0.1544
1.6446 1.9901 1.4807
-0.0207 -0.1892 -0.0973
0.1799 0.3402 0.4532
-0.5705 -0.5835 0.1746
-0.0925 -1.0666 0.4687
0.7214 2.2509 -0.3444
-2.5868 4.4126 -0.3138
-0.1168 1.6832 2.0500
-1.7802 -0.5248 -1.5948
-0.6441 -0.4242 -0.6304
-0.0747 0.3638 0.1024
3.2288 -5.3349 -0.1816